# 1
Formula: C22H33O17Pt
Source: OMol25
Level of theory: ωB97M-V/def2-TZVPD

Output
Total charge: +1
Orbital gap (alpha / beta) (eV): 5.39 / 4.17
DFT total energy (eV): -61390.366
LUMO energy (alpha / beta) (Eh): -0.274 / -0.319
Energy above the lowest of the compared OMol25 structures with the same formula, charge and spin (kcal/mol): 168.8
Spin multiplicity: 3

Cartesian coordinates (Å):
1 Pt 3.314 -1.929 -2.095
2 C -0.412 -0.665 -0.427
3 C 1.000 -1.106 -1.002
4 O 1.110 -1.338 -2.249
5 O 2.044 -1.222 -0.305
6 H -0.359 0.405 -0.227
7 H -0.605 -1.157 0.526
8 H -1.238 -0.988 -1.061
9 C -2.130 -4.560 -2.266
10 C -0.663 -5.031 -2.232
11 C 0.153 -4.730 -0.953
12 O 0.556 -5.959 -0.493
13 C 0.219 -6.895 -1.356
14 O 0.573 -8.042 -1.272
15 O -0.704 -6.449 -2.171
16 H -2.102 -3.472 -2.320
17 H -2.709 -4.885 -1.401
18 H -2.716 -4.869 -3.131
19 H -0.194 -4.602 -3.118
20 H -0.369 -4.232 -0.137
21 H 0.996 -4.067 -1.147
22 C 2.060 6.277 -2.123
23 C 1.704 5.554 -0.875
24 C 0.301 5.403 -0.420
25 O 0.075 4.065 -0.075
26 C 1.257 3.402 -0.299
27 O 1.543 2.206 -0.034
28 O 2.147 4.215 -0.895
29 H 1.976 7.361 -2.048
30 H 1.479 5.953 -2.987
31 H 3.127 6.239 -2.340
32 H 2.257 5.846 0.017
33 H -0.357 5.783 -1.202
34 H 0.055 5.916 0.510
35 C -1.729 -3.029 5.071
36 C -2.944 -2.751 4.189
37 C -3.262 -1.280 3.817
38 O -3.256 -1.324 2.439
39 C -2.792 -2.455 1.905
40 O -2.639 -2.637 0.669
41 O -2.523 -3.293 2.978
42 H -1.584 -4.106 5.163
43 H -1.817 -2.767 6.125
44 H -0.816 -2.566 4.695
45 H -3.834 -3.306 4.484
46 H -2.523 -0.686 4.354
47 H -4.234 -0.956 4.188
48 C -0.133 0.964 3.260
49 C 0.849 -0.231 3.466
50 C 2.324 -0.081 3.028
51 O 2.998 -0.299 4.156
52 C 2.270 -0.489 5.213
53 O 2.625 -0.638 6.353
54 O 1.030 -0.523 4.839
55 H -1.089 0.791 3.754
56 H -0.251 1.265 2.219
57 H 0.307 1.845 3.726
58 H 0.356 -1.073 2.981
59 H 2.389 0.946 2.671
60 H 2.535 -0.742 2.187
61 C -0.582 1.583 -3.810
62 C -0.074 2.950 -4.135
63 C 1.412 3.112 -3.916
64 O 1.748 4.018 -4.969
65 C 0.669 4.224 -5.811
66 O 0.638 4.823 -6.898
67 O -0.365 3.476 -5.389
68 H -1.629 1.350 -4.006
69 H -0.468 1.396 -2.742
70 H 0.029 0.800 -4.259
71 H -0.566 3.579 -3.392
72 H 1.954 2.180 -4.079
73 H 1.586 3.503 -2.914

Results of the Mulliken charge analysis, in e, for atoms 1 through 8:
1. Pt 1.33
2. C -0.46
3. C 1.35
4. O -0.74
5. O -0.77
6. H 0.17
7. H -0.32
8. H 0.41


# 2
Formula: C6H12N2
Source: OMol25
Level of theory: ωB97M-V/def2-TZVPD

Output
Orbital gap (eV): 10.25
DFT total energy (eV): -9394.418
LUMO energy (Eh): 0.035
Energy above the lowest of the compared OMol25 structures with the same formula, charge and spin (kcal/mol): 56.1

Cartesian coordinates (Å):
1 C -2.739 -2.813 -0.402
2 C -1.717 -3.201 0.350
3 N -0.783 -2.330 0.935
4 C -0.048 -1.659 0.163
5 H -2.905 -1.758 -0.587
6 H -3.454 -3.513 -0.805
7 H -1.641 -4.251 0.618
8 H 0.649 -0.949 0.591
9 H -0.066 -1.754 -0.926
10 C 2.831 3.051 0.040
11 N 1.805 2.775 -0.629
12 C 1.007 1.643 -0.194
13 C -0.471 1.999 -0.165
14 H 3.141 2.500 0.934
15 H 3.450 3.887 -0.276
16 H 1.132 0.822 -0.905
17 H 1.323 1.281 0.795
18 H -1.094 1.148 0.103
19 H -0.654 2.779 0.577
20 H -0.815 2.411 -1.112

Results of the natural (NBO) charge analysis, in e, for atoms 1 through 8:
1. C -0.45
2. C -0.04
3. N -0.40
4. C -0.04
5. H 0.20
6. H 0.21
7. H 0.20
8. H 0.17


# 3
Formula: C11H12O3
Source: OMol25
Level of theory: ωB97M-V/def2-TZVPD

Output
Orbital gap (eV): 8.31
DFT total energy (eV): -17735.234
LUMO energy (Eh): -0.008
Energy above the lowest of the compared OMol25 structures with the same formula, charge and spin (kcal/mol): 212.6

Cartesian coordinates (Å):
1 C 3.892 -0.461 -0.895
2 C 1.568 -0.589 0.089
3 C 1.002 -1.879 0.279
4 C -0.430 -1.989 0.164
5 C -1.250 -0.737 -0.014
6 C -2.738 -0.674 0.027
7 C -3.619 0.148 -0.391
8 C -4.926 -0.022 0.067
9 C -0.728 0.577 -0.348
10 C 0.746 0.562 -0.131
11 C 1.921 2.316 0.796
12 H 3.896 0.623 -1.429
13 H 4.950 -0.771 -0.251
14 H 3.681 -1.300 -1.603
15 H 1.549 -2.721 0.614
16 H -0.847 -3.004 0.037
17 H -3.194 -1.454 0.811
18 H -3.471 1.200 -0.777
19 H -5.365 -0.975 0.735
20 H -1.160 1.526 -0.428
21 H 1.188 1.817 1.763
22 H 3.211 2.018 0.543
23 H 1.521 3.743 0.770
24 O 2.890 -0.414 0.339
25 O -5.759 0.834 -0.266
26 O 1.472 1.624 -0.501

Results of the natural (NBO) charge analysis, in e, for atoms 1 through 8:
1. C -0.29
2. C 0.24
3. C -0.22
4. C -0.21
5. C -0.08
6. C -0.09
7. C -0.34
8. C 0.38


# 4
Formula: C6H6O
Source: OMol25
Level of theory: ωB97M-V/def2-TZVPD

Output
Orbital gap (eV): 8.23
DFT total energy (eV): -8361.365
LUMO energy (Eh): -0.025
Energy above the lowest of the compared OMol25 structures with the same formula, charge and spin (kcal/mol): 118.6

Cartesian coordinates (Å):
1 C -1.587 -0.099 2.623
2 C -2.005 -0.580 1.506
3 C -2.092 -1.081 0.372
4 O -1.960 -1.702 -0.635
5 H -2.090 -0.231 3.547
6 H -0.600 0.357 2.642
7 C 1.108 -0.150 0.199
8 C 1.227 0.148 -0.970
9 C 1.089 0.684 -2.330
10 H 1.156 -0.625 1.153
11 H 1.212 1.836 -2.253
12 H -0.001 0.312 -2.609
13 H 1.782 0.398 -3.213

Results of the natural (NBO) charge analysis, in e, for atoms 1 through 8:
1. C -0.23
2. C -0.33
3. C 0.63
4. O -0.46
5. H 0.20
6. H 0.19
7. C -0.29
8. C 0.02


# 5
Formula: C14H17N3O3S2
Source: OMol25
Level of theory: ωB97M-V/def2-TZVPD

Output
Orbital gap (eV): 9.55
DFT total energy (eV): -47076.624
LUMO energy (Eh): 0.017
Energy above the lowest of the compared OMol25 structures with the same formula, charge and spin (kcal/mol): 33.4

Cartesian coordinates (Å):
1 C 2.617 0.944 -2.553
2 C 2.156 2.394 -2.504
3 C 0.672 2.518 -2.155
4 C 0.352 2.026 -0.793
5 N -0.727 1.416 -0.476
6 N -0.834 1.101 0.811
7 C 0.187 1.454 1.517
8 N 0.362 1.280 2.857
9 C -0.188 0.339 3.700
10 O 0.256 0.218 4.815
11 C -1.354 -0.479 3.184
12 C -0.900 -1.916 2.994
13 S 0.240 -2.070 1.573
14 O 1.255 -1.049 1.675
15 O 0.694 -3.434 1.534
16 C -0.680 -1.760 0.056
17 C -2.058 -1.731 -0.018
18 C -2.663 -1.485 -1.240
19 C -1.891 -1.285 -2.372
20 C -0.509 -1.337 -2.291
21 C 0.098 -1.574 -1.070
22 S 1.423 2.279 0.582
23 H 2.063 0.393 -3.310
24 H 3.676 0.892 -2.796
25 H 2.464 0.458 -1.592
26 H 2.743 2.940 -1.763
27 H 2.325 2.863 -3.476
28 H 0.058 1.954 -2.861
29 H 0.375 3.570 -2.217
30 H 1.202 1.701 3.240
31 H -1.732 -0.061 2.253
32 H -2.131 -0.448 3.952
33 H -1.720 -2.603 2.807
34 H -0.324 -2.269 3.848
35 H -2.665 -1.891 0.859
36 H -3.739 -1.447 -1.306
37 H -2.368 -1.090 -3.320
38 H 0.093 -1.194 -3.175
39 H 1.171 -1.615 -0.967

Results of the natural (NBO) charge analysis, in e, for atoms 1 through 8:
1. C -0.61
2. C -0.39
3. C -0.46
4. C 0.08
5. N -0.25
6. N -0.35
7. C 0.27
8. N -0.63


Among the records above, which one has the highest DFT total energy?
C6H6O


Look up the DFT total energy of the fourth one.
-8361.365 eV


The highest DFT total energy belongs to which entry?
C6H6O


What is the DFT total energy in the fifth record?
-47076.624 eV